Record 1
C43H38ClLaP2 | ωB97M-V/def2-TZVPD

For the highest occupied orbital energy, the calculation gives -12.413 eV. Its spin multiplicity is 1. The charge is +2. The calculation puts the energy above the lowest of the compared OMol25 structures with the same formula, charge and spin at 77.4 kJ/mol. The value obtained for the strongest force on any atom is 4.0 eV Å⁻¹. As for the LUMO energy: -6.20 eV. As for the electronic energy: -77150.975 eV.

Element x y z (Å)
C (0.38401, -1.73780, -4.33756)
C (-0.66933, -1.98571, -3.43526)
C (-1.99540, -1.93049, -3.91006)
C (-2.25043, -1.56822, -5.22925)
C (-1.19603, -1.25976, -6.09417)
C (0.12099, -1.34114, -5.64578)
P (-0.40471, -2.16025, -1.62780)
C (-1.64001, -3.30941, -1.01159)
C (-2.83991, -2.83478, -0.44286)
C (-3.80051, -3.74521, -0.00935)
C (-3.57642, -5.12053, -0.13039)
C (-2.36834, -5.58444, -0.66071)
C (-1.38776, -4.68696, -1.08190)
La (1.07749, -0.01167, -0.30055)
P (0.14266, 2.32037, -1.88199)
C (-1.24494, 2.22301, -3.00372)
C (-1.09403, 2.50406, -4.37698)
C (-2.18874, 2.37619, -5.23269)
C (-3.42244, 1.93894, -4.74618)
C (-3.55962, 1.58311, -3.40188)
C (-2.48348, 1.72890, -2.53381)
C (-0.15303, 3.29968, -0.38610)
C (0.82672, 3.29391, 0.63314)
C (0.55943, 3.91974, 1.84424)
C (-0.64352, 4.59908, 2.03635)
C (-1.58549, 4.67025, 1.00686)
C (-1.33263, 4.04939, -0.21087)
C (1.78590, 2.68198, -2.55361)
C (2.86651, 1.78949, -2.34306)
C (4.09054, 2.04153, -2.95312)
C (4.26487, 3.17228, -3.75117)
C (3.22547, 4.10642, -3.88898)
C (1.99726, 3.87565, -3.26878)
C (1.25332, -2.92546, -1.38906)
C (1.88429, -3.67306, -2.40041)
C (3.23069, -4.01223, -2.27830)
C (3.94649, -3.66163, -1.13026)
C (3.30956, -3.02028, -0.06918)
C (1.93883, -2.72916, -0.15362)
H (1.83295, 2.87091, 0.46564)
H (1.30186, 3.88132, 2.64427)
H (-0.84373, 5.09005, 2.98913)
H (-2.51092, 5.22636, 1.15413)
H (-2.03082, 4.15754, -1.04142)
H (-0.12220, 2.82604, -4.75817)
H (-2.07948, 2.63061, -6.28579)
H (-4.28496, 1.88696, -5.41594)
H (-4.51483, 1.21351, -3.03412)
H (-2.60018, 1.47076, -1.47725)
H (2.79644, 0.86863, -1.72284)
H (4.91049, 1.33654, -2.79188)
H (5.21116, 3.32551, -4.26896)
H (3.37598, 5.00413, -4.49180)
H (1.18828, 4.61155, -3.32424)
H (1.32427, -3.97437, -3.28900)
H (3.72360, -4.54738, -3.09197)
H (5.00507, -3.91576, -1.05872)
H (3.85894, -2.76217, 0.84120)
H (1.38692, -2.41557, 0.75619)
H (-3.00407, -1.75975, -0.33974)
H (-4.73199, -3.37789, 0.42178)
H (-4.34113, -5.82807, 0.19321)
H (-2.18466, -6.65404, -0.74721)
H (-0.43055, -5.04123, -1.46641)
H (-2.81944, -2.16713, -3.23149)
H (-3.28394, -1.50553, -5.56295)
H (-1.38829, -0.93037, -7.11136)
H (0.94057, -1.09594, -6.31971)
H (1.41726, -1.85561, -4.01304)
H (1.10560, -0.19768, -2.37004)
H (0.32471, 0.20940, -2.23186)
Cl (-2.53330, 1.66248, 2.73210)
C (-0.99574, 1.24804, 3.35321)
C (-0.52841, 1.87565, 4.49674)
C (0.80041, 1.68822, 4.90263)
C (1.62287, 0.82822, 4.18313)
C (1.14547, 0.12942, 3.07875)
C (-0.19430, 0.31512, 2.62987)
C (-0.66392, -0.33552, 1.41594)
H (-1.18285, 2.53989, 5.04966)
H (1.18720, 2.22213, 5.77135)
H (2.65929, 0.68611, 4.47923)
H (1.79706, -0.58913, 2.55405)
H (-0.62556, -1.43456, 1.39283)
H (-1.53345, 0.09690, 0.90312)

=====

Record 2
C43H38ClN3O5PTc | ωB97M-V/def2-TZVPD

For the highest occupied orbital energy (spin up / spin down), the calculation gives -9.834 / -9.834 eV. Its spin multiplicity is 4. The charge is +1. The value obtained for the strongest force on any atom is 4.3 eV Å⁻¹. As for the LUMO energy (spin up / spin down): -3.33 / -4.55 eV. As for the electronic energy: -83920.561 eV.

Element x y z (Å)
Tc (0.68655, 0.29539, -0.82871)
O (-0.06284, 0.66086, 0.92026)
C (0.50963, 0.92717, 2.07504)
C (-0.31020, 1.23205, 3.17019)
C (0.23850, 1.62605, 4.37152)
C (1.62622, 1.70142, 4.54146)
C (2.43853, 1.32312, 3.50095)
C (1.91124, 0.90828, 2.26019)
C (2.81016, 0.40156, 1.28673)
N (2.51433, -0.01015, 0.09422)
C (3.58969, -0.55517, -0.74833)
C (2.95193, -1.11720, -2.01918)
N (1.91714, -0.15305, -2.41177)
C (2.06152, 0.53201, -3.49613)
C (1.37628, 1.75542, -3.76929)
C (1.32312, 2.24446, -5.08896)
C (0.77763, 3.46905, -5.36638)
C (0.33863, 4.27339, -4.30554)
C (0.42700, 3.84318, -3.00310)
C (0.90801, 2.56053, -2.69486)
O (0.95910, 2.18273, -1.42928)
H (-1.37935, 1.15324, 3.02360)
H (-0.41449, 1.87839, 5.19717)
H (2.04816, 2.03304, 5.48026)
H (3.50301, 1.35970, 3.59903)
H (3.85151, 0.32398, 1.60325)
H (4.28295, 0.24586, -1.01852)
H (4.14505, -1.33222, -0.22095)
H (3.70070, -1.24900, -2.80033)
H (2.49733, -2.08505, -1.80829)
H (2.80311, 0.20086, -4.22354)
H (1.70533, 1.62241, -5.89045)
H (0.70364, 3.82064, -6.38555)
H (-0.06209, 5.25695, -4.51352)
H (0.11539, 4.47413, -2.18084)
N (0.02043, -1.74979, -0.57709)
C (-1.31649, -2.14139, -0.97222)
C (-1.66705, -3.48382, -0.94846)
C (-2.94176, -3.87510, -1.31593)
C (-3.88322, -2.92937, -1.70637)
C (-3.53216, -1.59340, -1.74561)
C (-2.24899, -1.19305, -1.37693)
P (-1.68637, 0.52044, -1.48346)
C (-2.53843, 1.44027, -0.17492)
C (-2.28054, 2.80795, -0.08213)
C (-2.88505, 3.55786, 0.91109)
C (-3.74961, 2.94502, 1.81172)
C (-3.99698, 1.58374, 1.72341)
C (-3.38440, 0.82210, 0.73620)
C (-2.47453, 1.15633, -2.99365)
C (-1.85311, 0.99207, -4.22913)
C (-2.47445, 1.42738, -5.38783)
C (-3.72704, 2.02023, -5.32355)
C (-4.35422, 2.18122, -4.09596)
C (-3.73084, 1.75890, -2.93172)
H (0.66027, -2.46656, -0.90812)
H (0.11769, -1.84558, 0.53052)
H (-0.94123, -4.22453, -0.63376)
H (-3.20392, -4.92429, -1.29983)
H (-4.88098, -3.23628, -1.98801)
H (-4.25221, -0.85085, -2.06630)
H (-1.61088, 3.27990, -0.79259)
H (-2.68963, 4.61959, 0.98440)
H (-4.22154, 3.52957, 2.59050)
H (-4.65783, 1.10197, 2.43185)
H (-3.55074, -0.24637, 0.69265)
H (-0.88274, 0.51623, -4.28425)
H (-1.98209, 1.30489, -6.34377)
H (-4.21753, 2.35401, -6.22821)
H (-5.33217, 2.64038, -4.03959)
H (-4.22101, 1.90112, -1.97813)
C (2.93173, -4.96501, 3.40812)
C (3.11304, -3.49788, 3.66841)
C (4.32048, -2.85985, 3.42985)
C (4.45317, -1.49366, 3.64655)
Cl (5.95955, -0.69291, 3.27738)
C (3.39588, -0.75939, 4.14257)
C (2.18317, -1.38600, 4.37210)
C (2.02397, -2.73269, 4.11228)
O (0.84868, -3.38818, 4.27666)
C (-0.36228, -2.66119, 4.09897)
C (-0.58427, -2.14916, 2.64218)
O (-1.71434, -1.75488, 2.35037)
O (0.44911, -2.15433, 1.89779)
H (3.89442, -5.46104, 3.29487)
H (2.35081, -5.11410, 2.49480)
H (2.37660, -5.43498, 4.21810)
H (5.16425, -3.43125, 3.06200)
H (3.51671, 0.35540, 4.35074)
H (1.35411, -0.79630, 4.73576)
H (-0.42162, -1.78722, 4.75309)
H (-1.17426, -3.34020, 4.34224)

=====

Record 3
C43H38F9N5O8TeTi | ωB97M-V/def2-TZVPD

For the highest occupied orbital energy (spin up / spin down), the calculation gives -1.077 / -3.185 eV. Its spin multiplicity is 3. The charge is -2. The calculation puts the energy above the lowest of the compared OMol25 structures with the same formula, charge and spin at 0.0 kJ/mol. The value obtained for the strongest force on any atom is 1.5 eV Å⁻¹. As for the LUMO energy (spin up / spin down): 3.53 / 3.52 eV. As for the electronic energy: -123912.673 eV.

Element x y z (Å)
Ti (2.14322, -0.69951, 0.54975)
O (0.65212, -0.89126, 1.75103)
C (0.46564, -0.36987, 3.02093)
C (1.63371, 0.55068, 3.38324)
N (2.83886, 0.01315, 2.75992)
C (3.29290, -1.24648, 3.36619)
C (3.71685, -2.34282, 2.37432)
O (4.48709, -3.20722, 2.77147)
O (3.17103, -2.28637, 1.21208)
C (3.93015, 0.96556, 2.60762)
C (4.75845, 0.60814, 1.37549)
O (5.96542, 0.79699, 1.33609)
O (4.02482, 0.15744, 0.41637)
H (-0.48898, 0.15810, 0.67994)
H (-0.47690, 0.19731, 3.08276)
H (0.37754, -1.18522, 3.75647)
H (1.47178, 1.54803, 2.96787)
H (1.74101, 0.64693, 4.47565)
H (4.12306, -1.06894, 4.05585)
H (2.47010, -1.67640, 3.94055)
H (3.50686, 1.95319, 2.40949)
H (4.56921, 1.02675, 3.49460)
C (0.39462, 6.44838, 1.39648)
C (0.64804, 5.04060, 0.92467)
C (1.89608, 4.62468, 0.50782)
C (2.12505, 3.30389, 0.09004)
C (3.46137, 3.07511, -0.52583)
O (4.45812, 3.59942, -0.06671)
C (3.56728, 2.34752, -1.83829)
C (4.80173, 1.82288, -2.20824)
C (4.94709, 1.22882, -3.45013)
C (3.86760, 1.16075, -4.32603)
C (2.63875, 1.68764, -3.95778)
C (2.48923, 2.28001, -2.70844)
C (1.12916, 2.30880, 0.16481)
O (1.38168, 1.07015, -0.10966)
C (-0.21508, 2.76704, 0.49065)
C (-0.38264, 4.10855, 0.88302)
C (-1.38416, 1.95362, 0.35084)
N (-1.38513, 0.57544, 0.43754)
C (-2.12146, -0.26744, -0.50081)
C (-3.55390, -0.58000, -0.08621)
Te (-3.57469, -1.13059, 1.98448)
C (-5.33272, -2.28851, 1.80242)
C (-5.31535, -3.49817, 1.10802)
C (-6.47357, -4.25377, 0.97763)
C (-7.66011, -3.81990, 1.55437)
C (-7.68545, -2.62444, 2.25702)
C (-6.52908, -1.86033, 2.37373)
C (-2.70724, 2.61207, 0.20596)
C (-2.99080, 3.38376, -0.92334)
C (-4.23480, 3.97309, -1.09328)
C (-5.22275, 3.80221, -0.12995)
C (-4.94954, 3.05004, 1.00480)
C (-3.70169, 2.46500, 1.17294)
H (1.24951, 7.09011, 1.17541)
H (0.22473, 6.48811, 2.47668)
H (-0.48509, 6.88412, 0.91508)
H (2.72996, 5.31660, 0.46955)
H (5.61282, 1.85625, -1.49151)
H (5.89822, 0.78977, -3.72854)
H (3.97800, 0.67166, -5.28732)
H (1.79060, 1.61241, -4.62843)
H (1.52957, 2.67284, -2.39594)
H (-1.37978, 4.43154, 1.16622)
H (-1.55046, -1.20000, -0.55434)
H (-2.13236, 0.18040, -1.50463)
H (-4.23506, 0.26131, -0.20812)
H (-3.92476, -1.43887, -0.64749)
H (-4.38698, -3.85188, 0.67356)
H (-6.44331, -5.18875, 0.43103)
H (-8.56198, -4.41231, 1.45494)
H (-8.60703, -2.27599, 2.70904)
H (-6.55547, -0.91779, 2.90739)
H (-2.21572, 3.51134, -1.67081)
H (-4.43652, 4.55896, -1.98260)
H (-6.19903, 4.25330, -0.26343)
H (-5.71167, 2.91249, 1.76345)
H (-3.49260, 1.86977, 2.05123)
N (0.79142, -1.35635, -4.68557)
C (1.82995, -1.44465, -3.75906)
C (1.64016, -0.96728, -2.45322)
N (2.58646, -1.09099, -1.55354)
C (3.75802, -1.63001, -1.91913)
C (3.94202, -2.03808, -3.21924)
N (2.97894, -1.96045, -4.14217)
H (-0.11670, -1.48503, -4.26187)
H (0.93108, -2.00579, -5.44630)
H (0.71120, -0.50681, -2.14633)
H (4.51507, -1.70709, -1.15275)
H (4.89248, -2.45884, -3.52468)
F (-1.72345, -3.77757, 1.05116)
C (-0.49023, -4.26310, 0.78691)
F (0.31097, -3.88011, 1.76825)
F (-0.59393, -5.61956, 0.86293)
C (0.01664, -3.74649, -0.61277)
O (0.35510, -2.47056, -0.59104)
C (-1.15224, -3.96725, -1.64863)
F (-2.11025, -3.03261, -1.52201)
F (-1.77717, -5.16395, -1.57339)
F (-0.68829, -3.84905, -2.91630)
C (1.19842, -4.69629, -1.06424)
F (1.86175, -4.15868, -2.10045)
F (2.07696, -4.88149, -0.08006)
F (0.80045, -5.93188, -1.47716)